Entry 1:
ORCA calculation (ωB97M-V/def2-TZVPD) on a molecular structure, BF4Sn in a non-equilibrium geometry.

Results
- LUMO: -8.352 eV
- Relative energy (zero: lowest compared OMol25 entry of this formula, charge and spin): 0.599 eV
- Frontier orbital gap: 8.58 eV

```
! wB97M-V def2-TZVPD RIJCOSX def2/J DEFGRID3
* xyz 1 1
Sn 8.203 -0.427 -11.189
B 6.673 1.681 -11.098
F 6.312 2.311 -9.917
F 6.098 0.436 -10.954
F 6.084 2.395 -12.152
F 8.004 1.538 -11.193
*
```

---

Entry 2:
ORCA calculation (ωB97M-V/def2-TZVPD) on 2 unconnected molecules or ions with the total composition C10H10ClNOS in a non-equilibrium geometry.

Results
- LUMO (alpha / beta): -0.647 / -0.640 eV
- Relative energy (zero: lowest compared OMol25 entry of this formula, charge and spin): 3.617 eV
- Frontier orbital gap (alpha / beta): 7.55 / 7.55 eV

```
! wB97M-V def2-TZVPD RIJCOSX def2/J DEFGRID3
* xyz 0 1
C 1.462 0.164 -1.249
C 1.362 0.892 1.059
C 2.804 0.538 -1.231
C 2.704 1.181 1.094
C 0.704 0.360 -0.096
C 3.413 1.016 -0.072
C -2.787 0.635 0.464
C -3.211 -0.408 -0.509
C -0.673 -0.053 0.014
C -0.722 -2.004 1.203
N -1.514 0.717 0.745
O -1.519 -0.160 -2.585
S -1.653 -0.879 -1.353
Cl 5.085 1.330 -0.239
H 0.926 -0.054 -2.154
H 0.619 1.084 1.972
H 3.405 0.563 -2.271
H 3.111 1.522 2.004
H -3.425 1.336 0.844
H -3.804 -1.178 -0.150
H -3.823 0.053 -1.199
H -0.113 -1.936 2.065
H -0.551 -2.815 0.476
H -1.799 -1.903 1.168
*
```

---

Entry 3:
ORCA calculation (ωB97M-V/def2-TZVPD) on a molecular structure, C48H59N6O2PSSr in a non-equilibrium geometry.

Results
- LUMO: 0.164 eV
- Relative energy (zero: lowest compared OMol25 entry of this formula, charge and spin): 1.163 eV
- Frontier orbital gap: 8.00 eV

```
! wB97M-V def2-TZVPD RIJCOSX def2/J DEFGRID3
* xyz 0 1
Sr -0.171 0.237 0.629
C -4.990 1.790 -1.137
C -3.688 0.994 -1.216
C -3.918 -0.458 -1.630
C -2.739 1.721 -2.140
C -3.004 1.796 -3.500
C -2.205 2.551 -4.338
C -1.160 3.285 -3.806
C -0.851 3.216 -2.456
C 0.253 4.063 -1.864
C -0.360 5.388 -1.405
C 1.419 4.341 -2.813
C -1.628 2.400 -1.616
N -1.293 2.226 -0.261
C -1.909 3.016 0.609
O -2.658 3.963 0.351
C -1.668 2.655 2.050
C -2.146 3.454 3.086
C -1.976 3.020 4.391
C -1.353 1.802 4.617
C -0.923 1.058 3.521
N -1.076 1.496 2.284
C -0.384 -0.334 3.687
O 0.101 -0.659 4.787
N -0.575 -1.088 2.626
C -0.473 -2.478 2.795
C 0.723 -3.160 2.529
C 0.786 -4.530 2.734
C -0.316 -5.240 3.167
C -1.501 -4.571 3.392
C -1.608 -3.200 3.206
C -2.960 -2.576 3.494
C -2.961 -1.953 4.893
C -3.433 -1.579 2.431
C 1.961 -2.404 2.105
C 2.644 -3.002 0.875
C 2.937 -2.304 3.279
H -5.708 1.306 -0.478
H -4.769 2.781 -0.748
H -5.439 1.897 -2.121
H -3.250 0.975 -0.211
H -4.337 -0.529 -2.631
H -2.969 -0.995 -1.604
H -4.607 -0.932 -0.932
H -3.854 1.269 -3.909
H -2.425 2.608 -5.395
H -0.585 3.924 -4.459
H 0.634 3.537 -0.981
H -0.726 5.949 -2.263
H -1.201 5.200 -0.741
H 0.386 5.988 -0.884
H 1.097 4.962 -3.645
H 2.207 4.877 -2.283
H 1.840 3.417 -3.206
H -2.637 4.383 2.845
H -2.347 3.608 5.221
H -1.213 1.407 5.611
H 1.718 -5.048 2.565
H -0.255 -6.308 3.322
H -2.365 -5.123 3.738
H -3.690 -3.398 3.495
H -2.150 -1.240 4.986
H -3.901 -1.443 5.094
H -2.810 -2.726 5.643
H -2.965 -0.607 2.559
H -3.193 -1.951 1.434
H -4.512 -1.449 2.506
H 1.661 -1.387 1.840
H 3.008 -4.008 1.066
H 1.954 -3.044 0.034
H 3.496 -2.388 0.588
H 3.352 -3.281 3.518
H 3.753 -1.628 3.029
H 2.420 -1.920 4.154
C -2.988 -3.468 -4.058
N -1.994 -2.928 -3.161
C -1.726 -3.349 -1.912
N -2.407 -4.388 -1.400
S -0.480 -2.639 -1.060
H -2.914 -2.943 -5.007
H -4.002 -3.339 -3.666
H -2.807 -4.531 -4.235
H -1.511 -2.088 -3.438
H -3.217 -4.768 -1.856
H -2.228 -4.640 -0.442
C 1.124 0.448 -3.164
P 2.052 0.148 -1.599
C 3.208 1.575 -1.570
C 4.221 1.742 -2.513
C 5.077 2.824 -2.432
C 4.932 3.761 -1.421
C 3.913 3.613 -0.494
C 3.067 2.518 -0.559
C 3.233 -1.132 -2.167
C 2.900 -2.066 -3.141
C 3.831 -2.999 -3.567
C 5.102 -3.016 -3.018
C 5.434 -2.111 -2.023
C 4.505 -1.181 -1.597
H 0.455 -0.396 -3.326
H 1.803 0.553 -4.010
H 0.517 1.347 -3.062
H 4.351 1.013 -3.302
H 5.864 2.938 -3.164
H 5.611 4.599 -1.355
H 3.777 4.350 0.284
H 2.285 2.390 0.179
H 1.908 -2.076 -3.568
H 3.565 -3.710 -4.336
H 5.833 -3.735 -3.355
H 6.423 -2.126 -1.586
H 4.772 -0.477 -0.821
C 2.423 1.137 4.614
C 2.197 1.085 3.210
N 2.000 1.028 2.082
H 2.342 2.164 4.967
H 3.401 0.725 4.860
H 1.636 0.525 5.081
*
```

---

Entry 4:
ORCA calculation (ωB97M-V/def2-TZVPD) on a molecular structure, CFGdO4S in a non-equilibrium geometry.

Results
- Expectation value of S²: 16.099
- LUMO (alpha / beta): -1.023 / -0.791 eV
- Frontier orbital gap (alpha / beta): 6.57 / 8.92 eV

```
! wB97M-V def2-TZVPD RIJCOSX def2/J DEFGRID3
* xyz 0 8
S 0.345 0.770 -1.194
F 0.898 2.257 -0.669
O 1.352 0.344 -2.164
O 0.538 -0.064 0.156
C 1.894 -0.427 0.788
O 1.760 -1.503 1.386
O 2.819 0.313 0.572
Gd 0.091 -3.463 1.737
*
```

---

Entry 5:
ORCA calculation (ωB97M-V/def2-TZVPD) on a molecular structure, C17H18ClMoN4O7.

Results
- LUMO: -11.588 eV
- Relative energy (zero: lowest compared OMol25 entry of this formula, charge and spin): 0.000 eV
- Frontier orbital gap: 7.66 eV

```
! wB97M-V def2-TZVPD RIJCOSX def2/J DEFGRID3
* xyz 3 1
Mo 0.153 -0.754 -0.766
N -1.635 -0.225 -1.880
C -2.285 -1.338 -2.672
C -2.857 -2.424 -1.770
C -1.811 -3.253 -1.030
N -1.049 -2.446 -0.026
H -2.322 0.132 -1.211
H -1.459 0.556 -2.513
H -1.534 -1.744 -3.350
H -3.079 -0.890 -3.269
H -3.423 -3.109 -2.404
H -3.588 -1.999 -1.074
H -1.082 -3.668 -1.726
H -2.285 -4.081 -0.504
H -0.408 -3.071 0.463
H -1.691 -2.117 0.698
O 3.755 -2.515 2.484
C 3.050 -1.688 2.742
O 0.798 -1.732 -1.895
C 2.170 -0.655 3.064
C 2.347 0.043 4.273
C 1.434 1.019 4.578
C 0.374 1.315 3.742
C 0.218 0.629 2.542
C 1.096 -0.406 2.146
O 0.959 -1.156 1.109
N -0.936 0.982 1.740
O -1.056 0.509 0.568
O -1.761 1.707 2.180
N 1.581 1.777 5.853
O 0.743 2.617 6.061
O 2.525 1.470 6.534
H 3.164 -0.165 4.957
H -0.331 2.084 4.043
Cl 0.530 3.241 0.029
C 0.387 2.451 -1.476
C -0.319 3.089 -2.470
C -0.310 2.573 -3.770
C 0.434 1.433 -4.107
C 1.133 0.784 -3.128
C 1.085 1.212 -1.749
C 1.908 0.575 -0.764
H -0.825 4.021 -2.257
H -0.851 3.106 -4.544
H 0.485 1.100 -5.135
H 1.749 -0.072 -3.374
H 2.073 1.105 0.166
H 2.746 -0.022 -1.108
*
```

---

Entry 6:
ORCA calculation (ωB97M-V/def2-TZVPD) on ClH2NOS2 in the gas phase in a non-equilibrium geometry.

Results
- LUMO: -0.627 eV
- Relative energy (zero: lowest compared OMol25 entry of this formula, charge and spin): 4.839 eV
- Frontier orbital gap: 8.55 eV

```
! wB97M-V def2-TZVPD RIJCOSX def2/J DEFGRID3
* xyz 0 1
N -0.049 0.787 -0.163
O 2.226 0.317 1.258
S -1.720 -1.369 1.049
S -1.144 -0.682 -0.596
Cl 0.799 0.799 1.423
H 0.753 0.973 -0.780
H -0.218 -1.666 -0.960
*
```

---

Entry 7:
ORCA calculation (ωB97M-V/def2-TZVPD) on a molecular structure, C4H7CsO in a non-equilibrium geometry.

Results
- Expectation value of S²: 0.765
- LUMO (alpha / beta): -3.781 / -3.780 eV
- Relative energy (zero: lowest compared OMol25 entry of this formula, charge and spin): 0.082 eV
- Frontier orbital gap (alpha / beta): 7.67 / 8.72 eV

```
! wB97M-V def2-TZVPD RIJCOSX def2/J DEFGRID3
* xyz 1 2
C 0.406 -0.194 -1.376
C -0.119 0.760 -0.372
C -1.371 0.548 0.298
O -1.625 1.080 1.412
Cs -0.794 2.288 5.383
H -0.418 -0.610 -1.970
H 0.585 1.487 0.045
H 1.182 0.315 -1.972
H 0.140 -1.574 0.260
C 1.034 -1.247 -0.464
H 1.250 -2.221 -0.915
H 1.957 -0.876 0.001
H -2.228 0.246 -0.330
*
```

---

Entry 8:
ORCA calculation (ωB97M-V/def2-TZVPD) on C6H10O in the gas phase.

Results
- LUMO: 1.062 eV
- Relative energy (zero: lowest compared OMol25 entry of this formula, charge and spin): 1.175 eV
- Frontier orbital gap: 10.11 eV

```
! wB97M-V def2-TZVPD RIJCOSX def2/J DEFGRID3
* xyz 0 1
C -0.106 -2.306 -1.365
C -0.203 -0.876 -0.914
C -0.689 -0.491 0.269
C -0.703 0.887 0.825
C -0.063 2.065 0.125
C 0.620 1.455 1.308
O 1.793 0.728 1.143
H -0.795 -2.511 -2.193
H -0.338 -2.995 -0.547
H 0.904 -2.534 -1.725
H 0.139 -0.121 -1.625
H -1.045 -1.263 0.954
H -1.565 1.110 1.451
H -0.543 3.034 0.235
H 0.405 1.902 -0.843
H 0.626 1.996 2.250
H 1.565 -0.078 0.652
*
```